# 1
# C18H25Cl28N3O2P

A cluster of 8 separate species, C18H25Cl28N3O2P in total at a distorted geometry (wB97M-V/def2-TZVPD, the OMol25 dataset).

Geometry (Å):
Cl -1.0532 3.7301 6.7890
Cl 2.2214 3.2857 -2.7658
C 2.4530 -2.2244 -0.0550
H -1.1089 1.0365 -1.7818
H 2.6510 -2.9111 0.7582
C 4.1422 2.4078 4.3535
H 3.5014 0.1997 1.6947
H -1.2998 -2.0090 -0.4683
C 0.1639 7.0683 -3.0671
H 0.6293 -4.1058 -0.8517
Cl 0.4562 8.5662 -3.9419
P -3.0479 1.7613 1.2915
C 7.3490 0.0194 0.2550
Cl -2.8599 2.2105 5.1393
Cl 3.3898 3.0623 2.8895
H -3.9228 -2.8048 1.3998
Cl -0.5103 5.8602 -4.1692
H -5.6486 -0.6896 -0.6108
H 0.1974 -3.7451 0.8490
H 2.0563 0.5621 0.7899
C 2.6830 -0.2345 1.1582
C 2.1060 1.6452 -3.4019
O -1.8762 1.1860 1.9436
Cl 1.6840 6.4650 -2.4025
Cl -0.6613 -3.1547 2.4624
Cl -3.2710 -2.2258 3.2942
Cl 2.2440 -2.3340 -5.9955
H -1.9915 -4.0469 1.2093
Cl -0.7636 0.8714 6.6020
Cl -0.4024 -1.4002 -5.3518
N -4.7016 -0.9756 -0.7688
Cl 6.9083 -0.8142 1.7503
H 2.0776 -0.7887 1.8490
Cl -0.9439 -0.6241 3.8051
C -1.1879 2.3379 5.7158
Cl 9.0823 0.3386 0.2506
C -3.3483 -2.5584 0.5282
H -2.8485 -4.4045 -0.3017
C -2.8431 1.7582 -0.5395
C -3.8705 -0.0924 -1.0836
N -2.6074 -0.3727 -1.3097
C -1.2185 -3.0648 -0.5949
H 0.4956 -1.4087 0.4035
H -3.2306 3.1046 1.6648
Cl -0.9758 7.3640 -1.7502
O 3.1185 -1.0083 0.0673
H -1.3763 -3.3098 -1.6286
H -2.4727 2.7165 -0.8435
H -4.2525 1.0933 1.5901
H -5.1778 -2.9725 -0.4593
C -1.7658 0.7581 -0.9871
C -1.5479 -2.2617 3.7126
Cl 1.0561 -0.2031 -7.5290
Cl 0.4585 1.3705 -4.0061
Cl 3.2484 1.4312 -4.7215
Cl -0.0937 2.5392 4.3508
H 2.8558 -2.6834 -0.9346
C -2.3367 -3.6626 0.2767
C 0.7413 -1.7101 -6.6716
Cl 6.9275 -0.9911 -1.1251
C 0.9743 -2.0913 -0.2784
C 0.2088 -3.4006 -0.1641
H -3.8605 1.5048 -2.1637
Cl -1.3462 -3.0790 5.2643
H -2.8629 -1.6336 0.7617
H -2.3695 -0.9785 -2.0721
N -4.0803 1.3055 -1.1968
Cl 2.8815 1.8704 5.4627
Cl 5.1776 1.0469 3.9183
H 0.8025 -1.6990 -1.2651
Cl 6.4642 1.5464 0.1615
H -1.1007 0.4773 -0.1911
Cl 0.0499 -2.8917 -7.7803
Cl 2.4573 0.4800 -2.1183
Cl 5.1131 3.6602 5.1238
H -3.8737 -2.6961 -1.5559
C -4.3159 -2.3789 -0.6324

Forces on the atoms, in the same order (eV/Å):
Cl 0.0 0.0 0.0
Cl -0.1 -0.1 0.0
C -0.3 -0.3 -0.3
H 0.0 0.6 -0.9
H 0.2 -0.1 0.7
C 0.1 0.0 0.1
H 0.7 0.1 0.1
H 0.0 0.6 -0.1
C 0.0 0.0 0.0
H 0.4 -0.8 0.0
Cl 0.0 0.0 0.0
P 0.1 0.7 0.3
C 0.0 0.1 0.0
Cl -0.1 0.0 0.0
Cl 0.0 0.0 -0.1
H -0.5 -0.2 -0.4
Cl 0.0 -0.1 0.0
H -0.5 0.1 0.0
H 0.8 -0.8 -0.4
H -0.3 0.6 -0.1
C -0.3 0.3 -0.2
C 0.2 -0.1 0.2
O 0.9 -0.5 0.2
Cl 0.1 0.1 0.1
Cl 0.4 1.2 2.4
Cl 0.3 0.3 1.7
Cl 0.0 0.0 0.0
H -0.3 -0.7 -0.3
Cl 0.0 0.2 0.3
Cl -0.2 -0.3 0.0
N -2.4 -1.3 0.3
Cl 0.0 -0.1 0.0
H -0.2 -0.6 0.5
Cl 0.2 -0.5 -0.2
C 0.0 0.1 0.1
Cl 0.0 0.0 0.0
C -0.8 -0.8 -0.1
H -0.3 -1.0 -0.1
C 0.6 0.1 0.5
C 1.1 1.9 -1.3
N 1.5 -0.6 -0.8
C 0.1 -0.9 1.2
H 0.0 0.5 0.5
H -0.5 0.0 -0.3
Cl 0.0 0.0 0.0
O 0.6 0.2 0.2
H 0.0 -0.1 -0.7
H -0.5 0.8 -0.2
H -0.2 0.2 -0.3
H -0.9 -0.3 0.0
C 0.0 -0.4 0.5
C 0.2 0.1 0.6
Cl 0.0 0.0 0.0
Cl 0.0 0.3 0.0
Cl 0.0 0.0 0.0
Cl -0.2 0.1 -0.1
H 0.5 -0.4 -0.6
C -0.6 0.8 -1.6
C 0.1 0.0 -0.1
Cl 0.0 0.0 -0.1
C -0.1 -0.6 0.2
C -0.3 0.9 -1.4
H -0.7 0.1 -0.6
Cl 0.0 0.0 0.0
H 0.4 0.5 0.1
H 0.3 -0.8 0.2
N -0.5 0.5 1.0
Cl 0.2 -0.1 0.1
Cl 0.0 0.1 0.0
H -0.1 0.3 -0.6
Cl 0.0 0.0 0.0
H 0.2 0.0 0.7
Cl 0.0 0.0 0.0
Cl 0.0 0.2 -0.1
Cl 0.0 0.0 0.0
H 0.2 -0.2 -0.7
C 0.9 0.3 0.2

As for the HOMO energy: -11.79 eV. The HOMO-LUMO gap is 8.461 eV. The calculated total energy is -387542.1867 eV. As for the net charge: +1. For the LUMO energy, the calculation gives -3.33 eV.

Atom charges from the Mulliken analysis, given in e for atoms 1 to 5:
1 Cl -0.08
2 Cl -0.01
3 C -0.95
4 H -0.33
5 H 0.38

***

# 2
# C18H25F2O8P

A cluster of 5 separate species, C18H25F2O8P in total at a distorted geometry (wB97M-V/def2-TZVPD, the OMol25 dataset).

Geometry (Å):
C -4.3539 -2.1140 -1.2631
H 6.1902 -2.6982 0.9847
H -3.3103 -2.3368 -1.0595
P -1.4487 -0.7791 2.1699
C 0.2829 -0.9262 1.8122
O 3.8967 -1.8752 -0.5004
O 3.7813 0.8211 2.0196
C 5.3899 -4.7269 0.9331
H -2.6900 2.0832 0.6717
H 4.2739 -4.1022 2.7038
H 5.3316 4.4021 0.4243
F -1.7745 0.8102 2.1207
C -4.5469 -1.1719 -2.4413
H -3.8289 -1.3556 -3.2430
H -4.0068 1.6004 -0.4296
H 6.2057 -5.0835 1.5589
H 6.1260 -3.4156 -0.6494
C 3.7846 1.8610 1.4268
H -5.6254 -3.8391 -0.8408
H 1.8682 2.6953 1.0029
C -5.1794 -3.3254 -1.6872
H -5.0711 3.7095 -0.3184
C 4.0984 -4.5009 1.7025
H 2.8056 4.2798 -0.6245
O -1.9411 2.2551 -2.0866
H 3.9552 4.7007 1.4999
H -4.4880 -0.1249 -2.1539
H -4.5999 -4.0255 -2.2905
O 4.7443 2.7957 1.5902
H 5.2269 -5.4617 0.1433
F -2.1524 -1.3418 0.8662
C 2.7396 2.3506 0.4440
O 3.3671 -3.5191 0.9441
C -4.1545 3.6580 0.2713
C -2.5280 2.9166 -1.2852
C 1.4436 -0.9900 1.5587
H -4.7844 -1.6738 -0.3623
O -7.2727 -3.2026 -2.9154
C 3.4644 3.4964 -0.2556
H 2.4089 -0.6530 1.2538
C 4.2264 -2.8103 0.1660
H -4.4319 3.6934 1.3231
O -2.4991 4.2733 -1.2831
H -3.7378 5.6874 -0.4197
C -6.2501 -2.7001 -2.5614
H 2.4547 1.5597 -0.2446
H -2.4857 5.0174 0.6415
H 4.0312 3.1084 -1.1029
O -5.8687 -1.4547 -2.9380
C -3.3587 2.4164 -0.1217
C -3.2110 4.7782 -0.1397
C 5.6323 -3.3550 0.3158
C 4.4179 3.9739 0.8289
H 3.5006 -5.4054 1.7834

Forces on the atoms, in the same order (eV/Å):
C 0.1 -0.2 0.0
H 0.0 0.1 -0.1
H 0.0 0.0 -0.1
P -0.4 -0.8 2.4
C -2.4 0.5 -0.5
O -0.4 0.1 0.0
O 0.3 -0.1 0.1
C 0.2 0.0 0.0
H 0.0 0.0 -0.1
H 0.0 0.0 0.0
H 0.1 -0.1 0.1
F 0.7 -0.7 -0.8
C 0.1 0.0 0.1
H 0.0 0.0 0.0
H 0.2 -0.2 0.0
H 0.0 0.0 0.1
H 0.0 0.3 0.0
C -0.4 0.0 0.0
H -0.1 -0.2 -0.2
H 0.0 -0.1 0.0
C 0.1 0.5 0.3
H 0.0 0.0 0.0
C 0.0 -0.2 0.1
H 0.0 0.0 0.1
O 0.1 0.1 -0.3
H 0.0 0.0 0.0
H -0.1 0.0 -0.1
H -0.1 -0.1 0.0
O 0.0 0.0 0.0
H 0.0 0.0 0.0
F 0.4 0.6 -0.6
C 0.4 0.2 -0.3
O 0.2 0.1 -0.2
C -0.1 -0.1 0.1
C 0.1 -0.3 0.2
C 1.2 0.9 -0.5
H 0.0 0.0 0.0
O -0.2 0.1 -0.1
C -0.1 0.0 -0.1
H 0.5 -0.7 0.2
C 0.4 0.2 0.1
H 0.1 0.0 0.0
O 0.0 0.0 0.0
H 0.1 0.0 -0.1
C 0.2 -0.3 0.0
H -0.2 -0.1 0.2
H 0.0 0.0 0.0
H 0.0 0.0 0.0
O 0.0 0.0 0.1
C -0.4 0.4 0.0
C -0.1 0.1 0.1
C -0.1 -0.5 0.0
C 0.0 0.2 -0.1
H -0.2 0.1 0.0

As for the SMILES: O=C1CCCO1.O=C1CCCO1.O=C1CCCO1.O=C1CCCO1.C#CP(F)F. As for the HOMO energy: -9.69 eV. The HOMO-LUMO gap is 10.152 eV. The calculated total energy is -50175.4984 eV. As for the net charge: 0. For the LUMO energy, the calculation gives 0.46 eV.

Atom charges from the natural (NBO) analysis, given in e for atoms 1 to 5:
1 C -0.43
2 H 0.24
3 H 0.23
4 P 1.47
5 C -0.56

***

# 3
# C18H25FN2O

The molecule C18H25FN2O (wB97M-V/def2-TZVPD, the OMol25 dataset).

Geometry (Å):
H -2.4658 -4.4408 -0.3715
O 2.1506 2.3848 -0.5545
C 2.5307 -1.0462 -1.0532
C -2.3424 0.2236 -1.1806
H -0.6994 1.8185 1.9325
H -3.8272 2.4184 -0.1499
H -4.4135 -0.3917 -1.1677
H -3.8483 -2.3763 -0.5473
C -4.2498 1.4202 -0.0295
H -2.1472 2.3555 -1.6016
H 0.2457 -0.0736 0.0238
C -3.7551 0.8013 1.2744
H -3.9442 -4.5823 0.5806
H 3.2620 -2.9604 -1.6590
H -1.3087 -2.0260 1.1115
H -2.4069 -4.2544 1.3815
H -1.3681 -2.2090 -0.6467
F 4.0863 1.1771 1.3361
H -1.9766 -0.0720 2.1088
C 3.8704 0.1214 0.5335
C -3.2411 -2.5534 0.3416
H 5.2630 -2.8489 -0.2181
C 3.4334 -2.0943 -1.0379
H -2.1305 -0.4996 -1.9760
C 2.7357 0.0838 -0.2685
H -2.0421 2.6441 1.1566
N -1.9176 -0.3696 0.0700
H -0.8594 1.3794 -2.2895
C 1.7876 1.2487 -0.3350
C 4.5571 -2.0324 -0.2300
N 0.5033 0.8861 -0.1490
H -5.3365 1.5285 0.0000
H -3.9334 1.4811 2.1098
C -2.9999 -4.0503 0.4924
H -4.0939 1.0349 -2.1528
C -2.2527 0.4728 1.1993
H -0.1535 2.8050 -0.3310
C -3.8488 0.5411 -1.2104
H 5.6417 -0.8520 1.2083
H -4.3141 -0.1158 1.4679
C -0.6051 1.8149 -0.2069
C -1.9053 -1.8008 0.2187
C -1.4980 1.5015 -1.4138
C 4.7780 -0.9230 0.5660
H -3.7911 -2.1900 1.2108
C -1.4023 1.7645 1.1004
H 1.6624 -1.0891 -1.6946

Forces on the atoms, in the same order (eV/Å):
H 0.1 -0.1 -0.1
O 0.2 0.3 0.0
C 0.1 0.1 0.1
C -0.1 0.0 -0.4
H 0.0 0.1 0.0
H 0.0 0.1 0.0
H 0.0 0.0 0.0
H -0.1 0.1 0.0
C 0.0 -0.2 0.0
H 0.0 0.1 -0.1
H 0.1 0.1 0.0
C 0.1 0.0 0.0
H 0.0 -0.1 0.0
H 0.0 -0.1 -0.1
H 0.0 -0.1 -0.1
H 0.1 -0.1 0.1
H 0.0 -0.1 0.1
F 0.0 -0.1 -0.1
H 0.0 0.0 -0.1
C 0.0 -0.1 0.0
C 0.3 -0.1 0.0
H 0.1 -0.1 0.0
C 0.0 -0.1 -0.1
H 0.0 0.0 0.1
C 0.3 0.1 0.0
H 0.0 0.1 0.0
N 0.0 -0.1 0.0
H 0.0 0.1 0.0
C 0.0 -0.3 0.1
C -0.1 0.0 0.0
N -0.1 -0.2 0.1
H 0.0 0.1 0.0
H 0.0 0.0 0.1
C -0.1 0.2 0.0
H 0.0 0.0 -0.1
C -0.1 0.1 0.4
H -0.1 -0.2 0.0
C 0.1 0.0 0.0
H 0.1 0.0 0.1
H 0.0 0.0 0.1
C -0.1 0.3 -0.1
C -0.3 -0.1 0.0
C 0.1 0.0 0.1
C -0.1 0.2 0.0
H -0.1 0.1 0.0
C 0.1 0.0 -0.1
H -0.1 0.0 -0.1

As for the SMILES: CCCN1[C@@H]2CCC[C@H]1C[C@H](NC(=O)c1ccccc1F)C2. As for the HOMO energy: -8.22 eV. The calculation puts the energy relative to the best compared isomer or geometry (same formula, charge and spin) at 27.0 kJ/mol. The HOMO-LUMO gap is 8.920 eV. The calculated total energy is -26817.7373 eV. As for the net charge: 0. For the LUMO energy, the calculation gives 0.70 eV.

Atom charges from the natural (NBO) analysis, given in e for atoms 1 to 5:
1 H 0.20
2 O -0.61
3 C -0.17
4 C -0.04
5 H 0.22